Entry 1:
DFT (wB97M-V/def2-TZVPD) results for a cluster of 2 separate species, C4H5NO in total in a non-equilibrium geometry.

Geometry as ORCA input:
```
! RIJCOSX wB97M-V def2-TZVPD def2/J DEFGRID3
* xyz 0 1
C 0.75 0.26 -0.08
C -2.22 0.35 0.02
C -0.18 0.95 0.68
C 1.42 -0.94 -0.35
N 0.65 1.48 -0.40
O -2.56 -0.75 -0.25
H -2.82 1.25 0.05
H -0.28 1.11 1.67
H 1.05 -1.90 -0.33
H 2.29 -0.96 0.33
H 1.90 -0.84 -1.35
*
```

## Properties
* ΔE to the lowest compared entry with this formula, charge and spin: 502.30 kJ/mol
* max |F|: 6.15 eV/Å
* Kohn-Sham gap: 0.3190 hartree

Entry 2:
DFT (wB97M-V/def2-TZVPD) results for the molecule C4H5NO.

Geometry as ORCA input:
```
! RIJCOSX wB97M-V def2-TZVPD def2/J DEFGRID3
* xyz 0 1
C 2.29 0.45 -0.30
C 1.31 -0.21 -0.12
C 0.08 -1.01 -0.07
C -1.21 -0.28 0.29
N -1.19 1.08 0.15
O -2.21 -0.90 0.60
H 3.17 1.02 -0.53
H 0.16 -1.87 0.61
H -0.07 -1.42 -1.07
H -2.02 1.58 0.40
H -0.32 1.57 0.04
*
```

## Properties
* ΔE to the lowest compared entry with this formula, charge and spin: 115.70 kJ/mol
* max |F|: 0.56 eV/Å
* SMILES: C#CCC(N)=O
* Kohn-Sham gap: 0.3937 hartree

Entry 3:
DFT (wB97M-V/def2-TZVPD) results for the molecule C4H5NO.

Geometry as ORCA input:
```
! RIJCOSX wB97M-V def2-TZVPD def2/J DEFGRID3
* xyz 0 1
C 0.21 -1.17 1.26
C -0.52 -0.32 0.25
C -1.78 -0.38 -0.07
C 0.26 0.83 -0.37
O 1.15 1.38 0.25
N -0.12 1.18 -1.62
H 1.06 -1.66 0.78
H -0.44 -1.92 1.70
H 0.60 -0.51 2.04
H 0.36 1.94 -2.07
H -0.79 0.63 -2.14
*
```

## Properties
* ΔE to the lowest compared entry with this formula, charge and spin: 296.08 kJ/mol
* max |F|: 0.70 eV/Å
* Kohn-Sham gap: 0.3563 hartree

Entry 4:
DFT (wB97M-V/def2-TZVPD) results for the molecule C4H5NO in a non-equilibrium geometry.

Geometry as ORCA input:
```
! RIJCOSX wB97M-V def2-TZVPD def2/J DEFGRID3
* xyz 0 1
C -1.36 -0.28 -0.76
C -0.54 0.71 -0.42
C 0.81 0.44 0.20
O 0.60 0.23 1.58
C 1.50 -0.73 -0.41
N 2.03 -1.66 -0.84
H -2.41 -0.10 -0.98
H -1.02 -1.31 -0.79
H -0.87 1.74 -0.38
H 1.49 1.29 0.11
H -0.24 -0.26 1.62
*
```

## Properties
* ΔE to the lowest compared entry with this formula, charge and spin: 138.98 kJ/mol
* max |F|: 1.17 eV/Å
* SMILES: C=C[C@@H](O)C#N
* Kohn-Sham gap: 0.4274 hartree

Entry 5:
DFT (wB97M-V/def2-TZVPD) results for the molecule C4H5NO.

Geometry as ORCA input:
```
! RIJCOSX wB97M-V def2-TZVPD def2/J DEFGRID3
* xyz 0 1
C -2.20 -0.55 -0.01
C -1.37 0.39 -0.37
C -0.17 0.90 -0.35
C 0.80 -0.13 0.17
N 2.12 0.22 0.22
O 0.46 -1.25 0.53
H -2.57 -0.51 1.01
H -2.41 -1.44 -0.60
H 0.13 1.90 -0.65
H 2.74 -0.57 0.32
H 2.46 1.04 -0.27
*
```

## Properties
* ΔE to the lowest compared entry with this formula, charge and spin: 154.70 kJ/mol
* max |F|: 0.45 eV/Å
* SMILES: C=C=CC(N)=O
* Kohn-Sham gap: 0.3954 hartree

Entry 6:
DFT (wB97M-V/def2-TZVPD) results for a structure of composition C4H5NO in a non-equilibrium geometry.

Geometry as ORCA input:
```
! RIJCOSX wB97M-V def2-TZVPD def2/J DEFGRID3
* xyz 0 1
N -0.31 -1.16 1.49
C 0.17 -0.34 0.43
C 1.45 -0.40 -0.25
O 1.33 0.55 -1.26
C 0.12 1.19 -1.26
C -0.69 0.64 -0.31
H 0.41 -1.83 1.75
H -0.54 -0.57 2.29
H -0.20 -0.96 -0.81
H -0.03 1.95 -2.03
H -1.70 0.93 -0.04
*
```

## Properties
* ΔE to the lowest compared entry with this formula, charge and spin: 458.28 kJ/mol
* max |F|: 4.08 eV/Å
* Kohn-Sham gap: 0.3411 hartree

| no. | HOMO level (eV) |
| --- | --- |
| 1 | -7.72 |
| 2 | -9.85 |
| 3 | -10.40 |
| 4 | -10.82 |
| 5 | -9.85 |
| 6 | -8.81 |